C30H37AlBFIN3O5 as an isolated structure, computed with the ωB97M-V functional and the def2-TZVPD basis.

Element x y z (Å)
Al -0.32921 -0.23623 0.22600
C -1.17295 4.50157 -0.58695
C 0.20208 3.94630 -0.29958
N 1.13358 4.89964 -0.14538
C 2.38137 4.46694 0.13529
C 2.78208 3.17012 0.25515
C 4.20015 2.88517 0.61532
O 4.95255 2.17879 -0.38268
C 1.82093 2.08637 0.05937
C 2.24105 0.79096 0.11742
N 1.44183 -0.36093 -0.15328
C 2.02656 -1.60454 0.03213
C 3.02954 -1.84802 0.98922
C 3.56596 -3.11460 1.16666
C 3.13156 -4.19168 0.40555
C 2.15999 -3.98278 -0.56473
C 1.64608 -2.71306 -0.75304
I 0.31025 -2.34764 -2.32261
C 0.49388 2.60478 -0.20276
O -0.59805 1.59751 -0.30061
H -1.08636 5.58370 -0.53824
H -1.90100 4.18985 0.16599
H -1.53745 4.22082 -1.57604
H 3.11485 5.25736 0.27994
H 4.25830 2.25441 1.50905
H 4.69025 3.83491 0.84579
H 4.74943 2.58782 -1.23036
H 3.29996 0.60127 0.19952
H 3.37309 -1.02008 1.59718
H 4.33851 -3.26132 1.91317
H 3.55817 -5.17736 0.54230
H 1.82835 -4.79979 -1.19268
C -4.38495 3.70119 1.10909
C -4.08027 2.34887 0.48232
C -4.99660 1.31487 1.11402
O -2.70796 2.01230 0.83176
B -1.97493 1.95180 -0.32036
O -2.69167 2.10429 -1.46125
C -4.07934 2.34571 -1.10896
C -4.48617 3.67011 -1.73119
C -4.90516 1.23258 -1.73693
H -4.26150 3.61531 2.18946
H -5.41414 4.00027 0.90224
H -3.71782 4.48378 0.75530
H -4.82676 1.31176 2.19205
H -4.82361 0.30932 0.73580
H -6.04124 1.57877 0.93490
H -3.86553 4.49531 -1.38440
H -5.53080 3.89229 -1.50339
H -4.37934 3.59617 -2.81362
H -4.62580 0.24754 -1.36700
H -4.74116 1.25025 -2.81512
H -5.96912 1.38869 -1.54680
F -3.36794 -6.50841 -0.18424
C -3.06805 -5.19334 -0.12800
C -2.61263 -4.66173 1.05912
C -2.30799 -3.30773 1.10485
C -2.44722 -2.48309 -0.01083
C -2.12969 -1.01609 0.06194
C -2.92065 -3.06635 -1.18408
C -3.23181 -4.41829 -1.25525
H -2.50140 -5.30021 1.92617
H -1.94388 -2.88389 2.03457
H -2.61826 -0.59280 0.94559
H -2.56947 -0.51466 -0.80251
H -3.05422 -2.44835 -2.06594
H -3.59267 -4.87016 -2.17054
C -0.75167 -1.09685 4.39597
N 0.19590 -0.00507 4.20566
C 1.05217 0.35222 5.33037
C 0.42106 0.49893 3.01929
O -0.14463 0.11856 1.99245
H -1.30422 -0.92586 5.31781
H -0.22861 -2.05213 4.46674
H -1.44218 -1.12593 3.56113
H 0.44379 0.63010 6.18912
H 1.68820 1.19135 5.05918
H 1.68225 -0.49473 5.60183
H 1.15407 1.31154 2.95902

Forces on the atoms, in the same order (eV/Å):
0.450 0.685 -0.297
0.125 -0.055 -0.025
-0.059 -0.022 0.021
0.225 -0.042 0.023
-0.286 0.117 -0.085
-0.101 0.025 -0.057
0.042 -0.062 0.004
-0.023 0.079 0.087
-0.170 -0.052 -0.063
-0.083 -0.215 0.268
-0.066 -0.321 -0.340
0.174 -0.146 -0.002
-0.026 -0.069 -0.014
-0.007 0.060 0.010
0.010 -0.007 0.003
0.024 0.037 0.034
-0.140 0.270 0.026
0.112 -0.137 -0.188
0.070 -0.027 0.273
-0.361 -0.047 -0.140
0.013 0.023 0.017
0.126 0.089 -0.094
0.061 0.032 0.063
0.014 -0.038 0.005
0.003 -0.054 -0.017
0.072 0.024 0.030
-0.038 -0.016 -0.005
-0.010 0.001 -0.029
0.013 -0.035 -0.017
-0.028 0.014 -0.019
-0.021 0.040 0.003
-0.006 0.040 0.007
-0.006 0.060 0.043
0.024 -0.003 -0.080
-0.003 -0.075 0.013
0.084 -0.045 -0.133
-0.022 0.083 0.107
0.053 -0.222 0.033
-0.020 -0.030 0.077
-0.005 0.088 -0.007
0.012 -0.001 -0.017
-0.018 0.016 -0.018
0.047 -0.009 0.017
-0.092 -0.008 0.039
-0.020 0.000 -0.030
0.036 0.014 0.022
0.042 -0.034 0.009
-0.059 -0.049 -0.033
0.048 0.013 -0.023
-0.007 0.008 0.011
0.018 0.009 -0.006
-0.022 -0.006 0.027
0.047 -0.028 -0.010
-0.010 -0.050 -0.004
0.003 0.020 -0.013
0.043 0.074 0.084
0.077 -0.017 -0.022
0.036 -0.015 0.066
0.091 -0.079 0.079
-0.113 -0.020 -0.020
0.008 0.094 -0.064
0.003 0.022 -0.025
0.005 -0.009 0.007
-0.087 0.034 0.003
-0.087 0.010 -0.102
0.021 -0.037 0.035
0.006 0.024 0.034
0.097 0.045 0.075
0.031 -0.356 0.504
-0.117 0.024 -0.014
0.883 0.898 -0.103
-1.073 -0.578 0.035
-0.005 0.008 0.020
0.025 0.007 -0.017
-0.026 0.025 -0.052
-0.035 0.011 0.005
-0.018 -0.003 -0.031
0.007 -0.028 -0.001
-0.009 -0.073 -0.005

Summary:
Electronic energy, a.u.: -2370.86644
Highest occupied orbital energy, Eh: -0.1880
LUMO energy, eV: 0.0617
Kohn-Sham gap, eV: 5.18
Relative energy (zero: lowest compared OMol25 entry of this formula, charge and spin), kcal/mol: 75.1


A 2-piece molecular cluster, C2H5O2 overall, computed with the ωB97M-V functional and the def2-TZVPD basis.

Element x y z (Å)
O -0.88498 -1.22147 2.36659
H -1.26230 -1.86925 2.97194
C 0.24232 -0.74792 -0.85812
C 0.29052 0.52693 -0.49638
O 0.44299 1.56542 -1.40036
H 0.38130 -1.47166 -0.06306
H 0.28399 -1.04361 -1.88652
H 0.23338 0.81523 0.54184
H 0.90395 2.34126 -1.08698

Forces on the atoms, in the same order (eV/Å):
0.136 0.068 -0.128
0.013 0.004 0.030
0.665 0.540 0.495
0.634 0.036 0.144
-0.633 -0.273 -1.092
-0.863 -0.034 0.038
0.078 -0.088 -0.460
0.028 -0.063 0.254
-0.058 -0.190 0.720

Summary:
Electronic energy, a.u.: -229.61948
Highest occupied orbital energy, Eh: -0.0759
Total charge: -1
LUMO energy, eV: 3.5174
Kohn-Sham gap, eV: 5.58
Relative energy (zero: lowest compared OMol25 entry of this formula, charge and spin), kcal/mol: 66.3


C4H2LiO2Pb as an isolated structure, computed with the ωB97M-V functional and the def2-TZVPD basis.

Element x y z (Å)
H 4.02928 1.08960 0.25497
C 0.26116 1.49289 -0.06148
C -0.75234 0.93052 0.56454
C -1.16024 -0.41235 0.28628
C -1.53850 -1.53437 0.00160
O -1.96624 -2.68859 -0.26776
O 1.10700 2.04825 -0.66068
Li 3.09007 2.14158 -0.75389
Pb -1.75709 -4.66228 -0.59599
H -1.31311 1.59473 1.23243

Forces on the atoms, in the same order (eV/Å):
-0.380 0.291 -0.385
1.045 0.812 -0.993
-0.231 -0.113 0.020
-0.258 -0.898 -0.354
0.859 3.039 0.776
-0.338 -1.222 -0.227
-1.362 -0.883 0.955
0.449 -0.356 0.434
-0.006 -0.328 -0.072
0.222 -0.342 -0.154

Summary:
Electronic energy, a.u.: -504.01992
Highest occupied orbital energy (spin up / spin down), Eh: -0.3286 / -0.3286
Total charge: +1
LUMO energy (spin up / spin down), eV: -6.7859 / -6.7864
Kohn-Sham gap (spin up / spin down), eV: 2.16 / 2.15
Relative energy (zero: lowest compared OMol25 entry of this formula, charge and spin), kcal/mol: 79.9


One molecule with the formula C2H5OPS, computed with the ωB97M-V functional and the def2-TZVPD basis.

Element x y z (Å)
C 0.80268 -1.32344 -0.16531
C 0.28383 1.34180 0.15894
O 1.71301 -1.06441 0.53656
P -0.29079 -0.00701 -0.89960
S -1.93226 -0.54684 0.36864
H 0.65431 -2.39625 -0.45827
H 0.20233 2.30798 -0.29777
H 1.35607 1.37741 0.40072
H -0.19074 1.31751 1.09397
H -2.59844 -1.00674 -0.73789

Forces on the atoms, in the same order (eV/Å):
-0.670 -0.916 -1.323
1.881 0.780 -0.450
1.725 0.420 1.434
-0.242 -0.216 0.334
-0.425 -0.423 -1.412
-0.495 0.386 -0.022
-0.848 0.529 -0.392
-0.091 -0.871 -0.272
-0.823 0.157 1.233
-0.010 0.153 0.868

Summary:
Electronic energy, a.u.: -893.96051
Highest occupied orbital energy, Eh: -0.3307
SMILES: CP(S)C=O
LUMO energy, eV: 0.3001
Kohn-Sham gap, eV: 9.30
Relative energy (zero: lowest compared OMol25 entry of this formula, charge and spin), kcal/mol: 7.7